Density functional theory data (wB97M-V/def2-TZVPD) for 2 unconnected molecules or ions with the total composition C5H4F6NS2.

Geometry (Å):
C (-3.682, -0.672, 0.441)
C (-2.442, -0.135, 0.978)
C (-1.252, -0.445, -0.234)
C (-0.119, 0.566, 0.049)
C (2.511, 0.137, -0.676)
N (2.642, -1.014, -0.016)
F (-0.830, -1.676, -0.102)
F (0.172, 0.860, 1.339)
F (-0.184, 1.759, -0.579)
F (2.382, 0.024, -2.008)
F (3.612, -1.801, -0.711)
F (2.844, -0.978, 1.348)
S (-4.979, -1.097, -0.232)
S (2.971, 1.759, -0.111)
H (-2.475, 0.924, 0.989)
H (-2.062, -0.550, 1.950)
H (-1.776, -0.299, -1.268)
H (2.665, 2.637, -1.157)

Output
* LUMO (spin up / spin down): -6.14 / -6.28 eV
* net charge: +1
* E: -44697.633 eV
* gap between HOMO and LUMO (spin up / spin down): 6.258 / 4.514 eV
* ΔE to the lowest compared entry with this formula, charge and spin: 3.714 eV


Density functional theory data (wB97M-V/def2-TZVPD) for C3H7N3O in the gas phase.

Geometry (Å):
C (0.352, 0.658, -0.168)
C (-1.154, 0.514, -0.075)
C (-1.604, -0.550, 0.761)
H (2.904, -1.705, 0.368)
H (2.868, -0.290, -0.901)
H (0.402, -1.375, -0.501)
H (1.544, 1.831, 0.149)
H (-1.520, 1.544, -0.133)
H (-1.083, -1.400, 1.386)
H (-2.549, -0.418, 1.250)
N (2.369, -0.717, 0.083)
N (0.977, -0.698, -0.047)
N (0.547, 1.861, 0.145)
O (-1.921, -0.631, -0.749)

Output
* SMILES: [H]/N=C(\NN)[C@@H]1CO1
* LUMO: 0.65 eV
* net charge: 0
* E: -9736.952 eV
* gap between HOMO and LUMO: 9.644 eV
* ΔE to the lowest compared entry with this formula, charge and spin: 6.082 eV


Density functional theory data (wB97M-V/def2-TZVPD) for 7 unconnected molecules or ions with the total composition C52H59N2O3P.

Geometry (Å):
C (-5.747, -1.158, -4.176)
O (-4.955, 0.055, -4.127)
C (-3.611, -0.178, -3.642)
C (-3.454, 0.055, -2.038)
C (-1.855, -0.089, -1.738)
C (-1.066, 1.203, -2.292)
C (0.253, 0.787, -3.122)
C (1.585, 0.858, -2.176)
C (1.881, -0.537, -1.440)
C (1.347, -0.592, 0.086)
C (1.175, -1.980, 0.775)
N (0.752, -2.222, 2.116)
C (0.505, -0.955, 2.752)
C (0.063, -1.000, 4.277)
C (-0.247, 0.248, 5.135)
P (-0.722, 0.094, 6.989)
O (-0.102, 1.490, 7.831)
O (0.229, -1.208, 7.652)
C (-0.153, 1.669, 4.420)
C (0.277, 1.752, 2.930)
C (0.621, 0.444, 2.100)
N (1.047, 0.639, 0.739)
H (-5.169, -2.122, -3.960)
H (-6.557, -1.055, -3.359)
H (-6.205, -1.283, -5.228)
H (-3.214, -1.242, -3.837)
H (-2.916, 0.523, -4.247)
H (-3.857, 1.077, -1.703)
H (-4.056, -0.737, -1.445)
H (-1.525, -1.068, -2.239)
H (-1.758, -0.236, -0.607)
H (-0.761, 1.829, -1.368)
H (-1.748, 1.838, -2.958)
H (0.401, 1.466, -4.047)
H (0.137, -0.308, -3.443)
H (1.587, 1.775, -1.496)
H (2.458, 1.020, -2.925)
H (3.035, -0.635, -1.354)
H (1.544, -1.455, -2.057)
H (1.416, -2.912, 0.136)
H (-0.011, -2.024, 4.808)
H (0.249, 2.133, 7.158)
H (1.101, -1.140, 7.180)
H (-0.393, 2.649, 4.962)
H (0.366, 2.766, 2.384)
C (3.159, 6.099, -3.267)
C (2.802, 5.618, -2.010)
C (3.297, 4.395, -1.567)
C (4.157, 3.658, -2.376)
C (4.516, 4.141, -3.631)
C (4.014, 5.359, -4.078)
H (2.770, 7.051, -3.613)
H (2.138, 6.196, -1.377)
H (3.014, 4.017, -0.590)
H (4.547, 2.707, -2.029)
H (5.188, 3.567, -4.261)
H (4.290, 5.733, -5.059)
C (2.820, 0.718, 8.600)
C (3.422, 0.064, 9.670)
C (4.772, 0.268, 9.940)
C (5.518, 1.134, 9.145)
C (4.914, 1.791, 8.077)
C (3.567, 1.580, 7.801)
H (1.769, 0.558, 8.384)
H (2.839, -0.606, 10.294)
H (5.244, -0.247, 10.771)
H (6.569, 1.297, 9.358)
H (5.495, 2.467, 7.457)
H (3.097, 2.088, 6.965)
C (-10.280, 1.394, -2.972)
C (-11.562, 0.913, -2.724)
C (-11.936, -0.344, -3.189)
C (-11.025, -1.124, -3.895)
C (-9.742, -0.645, -4.140)
C (-9.370, 0.617, -3.683)
H (-9.989, 2.376, -2.612)
H (-12.270, 1.518, -2.167)
H (-12.938, -0.716, -3.001)
H (-11.315, -2.106, -4.254)
H (-9.031, -1.254, -4.690)
H (-8.371, 0.993, -3.879)
C (-6.301, -7.157, -5.541)
C (-7.157, -6.473, -6.399)
C (-7.629, -5.211, -6.051)
C (-7.238, -4.629, -4.849)
C (-6.380, -5.312, -3.992)
C (-5.915, -6.578, -4.336)
H (-5.936, -8.143, -5.812)
H (-7.456, -6.923, -7.340)
H (-8.301, -4.680, -6.717)
H (-7.602, -3.643, -4.579)
H (-6.073, -4.858, -3.055)
H (-5.250, -7.113, -3.666)
C (4.364, 1.768, 3.111)
C (4.967, 1.114, 4.182)
C (6.317, 1.318, 4.451)
C (7.062, 2.184, 3.655)
C (6.458, 2.840, 2.587)
C (5.110, 2.629, 2.312)
H (3.311, 1.606, 2.900)
H (4.384, 0.445, 4.807)
H (6.789, 0.803, 5.282)
H (8.114, 2.346, 3.868)
H (7.039, 3.516, 1.967)
H (4.641, 3.136, 1.475)
C (7.422, -0.781, -0.626)
C (6.139, -1.263, -0.386)
C (5.769, -2.521, -0.853)
C (6.686, -3.301, -1.551)
C (7.971, -2.820, -1.787)
C (8.338, -1.559, -1.328)
H (7.709, 0.201, -0.264)
H (5.426, -0.657, 0.164)
H (4.766, -2.894, -0.673)
H (6.400, -4.284, -1.911)
H (8.687, -3.430, -2.329)
H (9.338, -1.182, -1.517)

Output
* SMILES: COCCCCCCCc1cnc2cc(P(O)O)ccc2n1.c1ccccc1.c1ccccc1.c1ccccc1.c1ccccc1.c1ccccc1.c1ccccc1
* LUMO: -1.27 eV
* net charge: 0
* E: -73285.416 eV
* gap between HOMO and LUMO: 7.491 eV


Density functional theory data (wB97M-V/def2-TZVPD) for C7H14N2O3S in the gas phase.

Geometry (Å):
C (2.984, 1.028, -0.326)
C (-0.320, 0.971, -1.155)
C (-1.397, -1.013, -0.444)
C (-1.656, 1.011, 0.954)
C (2.992, -0.357, 0.342)
C (0.455, -0.066, 0.827)
C (1.516, -1.017, 0.036)
N (1.621, -2.278, 0.859)
N (-0.720, 0.226, 0.067)
O (2.981, 1.078, -1.515)
O (1.872, -3.264, 0.228)
O (1.418, -1.273, -1.272)
S (2.604, 2.348, 0.783)
H (0.434, 1.651, -1.005)
H (-0.016, 0.180, -1.885)
H (-1.251, 1.518, -1.653)
H (-1.748, -1.527, 0.523)
H (-2.152, -0.501, -1.100)
H (-0.698, -1.595, -1.048)
H (-1.528, 2.137, 0.798)
H (-2.725, 0.776, 0.760)
H (-1.427, 0.728, 1.998)
H (3.675, -1.007, -0.154)
H (3.113, -0.404, 1.379)
H (1.041, 0.888, 1.017)
H (0.236, -0.583, 1.798)
H (2.003, -2.116, -1.419)

Output
* SMILES: C[N+](C)(C)C[C@@](O)(CC([O-])=S)N=O
* LUMO (spin up / spin down): -0.57 / -0.57 eV
* net charge: 0
* E: -27438.621 eV
* gap between HOMO and LUMO (spin up / spin down): 6.451 / 6.450 eV
* ΔE to the lowest compared entry with this formula, charge and spin: 6.071 eV


Density functional theory data (wB97M-V/def2-TZVPD) for a molecular structure, C41H37N7O2Ti.

Geometry (Å):
Ti (0.320, 0.132, -0.358)
C (-1.573, -1.877, -1.805)
N (-0.954, -1.741, -0.458)
C (-0.144, -2.947, -0.159)
C (0.873, -2.619, 0.883)
C (1.396, -3.557, 1.753)
C (2.356, -3.166, 2.673)
C (2.751, -1.831, 2.701)
C (2.190, -0.955, 1.804)
N (1.273, -1.334, 0.884)
C (-2.100, -1.605, 0.497)
C (-1.799, -0.707, 1.645)
C (-2.529, -0.814, 2.816)
C (-2.239, 0.024, 3.877)
C (-1.187, 0.925, 3.732)
C (-0.514, 0.979, 2.537)
N (-0.826, 0.205, 1.467)
C (-2.004, -0.513, -2.217)
C (-2.964, -0.290, -3.172)
C (-3.307, 1.015, -3.503)
C (-2.679, 2.058, -2.833)
C (-1.726, 1.763, -1.886)
N (-1.371, 0.501, -1.564)
H (-2.417, -2.571, -1.754)
H (-0.871, -2.295, -2.504)
H (0.381, -3.244, -1.070)
H (-0.780, -3.783, 0.135)
H (1.047, -4.581, 1.715)
H (2.781, -3.883, 3.364)
H (3.481, -1.479, 3.417)
H (2.471, 0.089, 1.823)
H (-2.401, -2.592, 0.852)
H (-2.954, -1.190, -0.042)
H (-3.312, -1.558, 2.894)
H (-2.797, -0.037, 4.803)
H (-0.887, 1.573, 4.544)
H (0.318, 1.652, 2.428)
H (-3.447, -1.130, -3.654)
H (-4.059, 1.209, -4.257)
H (-2.917, 3.093, -3.034)
H (-1.221, 2.569, -1.388)
C (2.390, -2.279, -4.108)
O (3.324, -1.646, -3.194)
C (2.609, -1.065, -2.275)
N (1.327, -1.149, -2.263)
C (0.995, -1.913, -3.531)
C (0.134, -1.131, -4.486)
C (-0.719, -1.834, -5.333)
C (-1.444, -1.164, -6.310)
C (-1.325, 0.213, -6.437)
C (-0.478, 0.921, -5.589)
C (0.254, 0.251, -4.619)
C (3.327, -0.172, -1.369)
C (4.707, -0.029, -1.336)
C (5.246, 1.013, -0.597)
C (4.385, 1.908, 0.035)
C (3.030, 1.668, -0.063)
N (2.494, 0.631, -0.715)
C (1.962, 2.516, 0.434)
N (0.711, 2.181, 0.213)
C (-0.061, 3.426, 0.582)
C (0.918, 4.121, 1.546)
O (2.212, 3.601, 1.080)
C (-0.315, 4.326, -0.615)
C (0.564, 4.419, -1.691)
C (0.325, 5.333, -2.707)
C (-0.790, 6.163, -2.652)
C (-1.668, 6.072, -1.582)
C (-1.435, 5.153, -0.568)
H (2.589, -3.347, -4.100)
H (2.562, -1.877, -5.104)
H (0.513, -2.863, -3.300)
H (-0.799, -2.913, -5.247)
H (-2.085, -1.720, -6.981)
H (-1.872, 0.733, -7.212)
H (-0.369, 1.991, -5.708)
H (0.942, 0.808, -3.989)
H (5.337, -0.700, -1.906)
H (6.318, 1.156, -0.547)
H (4.752, 2.773, 0.573)
H (-1.001, 3.165, 1.066)
H (0.829, 3.842, 2.596)
H (0.932, 5.202, 1.447)
H (1.445, 3.788, -1.763)
H (1.015, 5.411, -3.536)
H (-0.965, 6.885, -3.439)
H (-2.532, 6.721, -1.530)
H (-2.122, 5.093, 0.269)

Output
* LUMO: -13.35 eV
* net charge: +4
* E: -80724.663 eV
* gap between HOMO and LUMO: 5.377 eV
* ΔE to the lowest compared entry with this formula, charge and spin: 0.486 eV


Density functional theory data (wB97M-V/def2-TZVPD) for 3 unconnected molecules or ions with the total composition C2H3IO2S.

Geometry (Å):
C (-0.007, -2.675, 0.307)
C (-1.206, -2.788, 0.198)
O (-1.601, -0.015, -1.412)
O (0.199, 0.436, 0.302)
S (-0.222, -0.067, -1.004)
I (1.899, 6.241, 0.592)
H (2.137, 4.831, -0.039)
H (0.993, -2.823, 0.638)
H (-2.190, -3.139, 0.419)

Output
* LUMO: -0.91 eV
* net charge: 0
* E: -25150.246 eV
* gap between HOMO and LUMO: 9.151 eV
* ΔE to the lowest compared entry with this formula, charge and spin: 1.465 eV


no.,largest force on an atom (eV/A)
1,4.3
2,5.7
3,6.1
4,4.8
5,0.7
6,2.0